## i
Entry from OMol25: a molecular structure, C5H7NO2 (the ωB97M-V functional and the def2-TZVPD basis).

```
15
Properties=species:S:1:pos:R:3
C 0.032 0.405 -1.657
C 1.135 -0.837 -0.655
C 0.504 -0.437 0.757
C -0.734 0.813 -0.408
C -0.297 -0.074 2.069
H 0.814 1.131 -1.733
H -0.431 -0.117 -2.617
H 2.154 -0.194 -0.725
H 1.249 -2.022 -0.798
H -0.428 -1.073 0.496
H -1.298 -0.120 -0.728
H -0.157 -0.462 3.045
N -1.353 0.719 1.887
O 0.401 0.840 0.425
O -1.591 1.429 0.641
```

The calculation puts the highest occupied orbital energy at -8.66 eV.

Mulliken atomic charge list, values in e, 8 entries: -0.696, -0.464, 0.110, 0.190, -0.274, 0.378, 0.300, 0.235

## ii
Entry from OMol25: C5H7NO2 in the gas phase (the ωB97M-V functional and the def2-TZVPD basis).

```
15
Properties=species:S:1:pos:R:3
C 0.800 0.873 -0.216
C -1.375 -2.132 -0.333
C 1.569 1.927 0.524
N -0.760 -0.812 -0.381
C 0.620 -0.411 0.339
C -1.290 0.342 -0.492
O 0.976 -1.080 1.271
O -2.188 1.080 -0.656
H 0.818 0.934 -1.299
H -2.458 -2.073 -0.435
H -0.959 -2.758 -1.123
H -1.116 -2.556 0.639
H 0.988 2.847 0.644
H 1.885 1.617 1.522
H 2.491 2.203 -0.003
```

The calculation puts the highest occupied orbital energy at -8.56 eV.

Mulliken atomic charge list, values in e, 8 entries: -0.339, -0.859, -1.172, 0.055, 0.518, 0.488, -0.563, -0.439

ii has the most favorable energy; the next structure is 11.550 eV above.

## i
Entry from OMol25: C5H7NO2 in the gas phase (the ωB97M-V functional and the def2-TZVPD basis).

```
15
Properties=species:S:1:pos:R:3
C -2.205 0.059 -0.989
C -0.715 0.073 -0.368
C 0.477 0.675 -0.559
N 1.332 0.355 0.487
C 2.748 0.354 0.437
O 3.373 -0.657 1.072
O 0.996 -1.097 1.030
C -0.570 -0.717 1.022
H -2.293 0.380 -2.198
H -2.799 0.771 -0.235
H -2.457 -1.238 -1.003
H 0.681 1.083 -1.522
H 3.235 1.444 -0.062
H -0.833 0.166 1.887
H -0.970 -1.650 1.000
```

The structure (SMILES) is CC1=CN(C=O)OC1. The calculation puts the highest occupied orbital energy at -8.95 eV.

Mulliken atomic charge list, values in e, 8 entries: -0.845, 0.032, -0.219, -0.004, 0.172, -0.515, -0.283, -0.397

## ii
Entry from OMol25: C5H7NO2 in the gas phase (the ωB97M-V functional and the def2-TZVPD basis).

```
15
Properties=species:S:1:pos:R:3
C -1.627 0.009 -1.957
C -0.458 -0.234 -1.059
C 0.003 -1.466 -0.677
N 0.725 -1.413 0.498
C 1.000 -0.156 0.640
C 1.576 0.501 1.871
O 0.581 1.565 2.080
O 0.163 0.579 -0.166
H -1.536 1.202 -2.457
H -2.613 -0.100 -1.300
H -1.737 -0.909 -2.428
H -0.275 -2.464 -1.039
H 1.192 -0.294 2.833
H 2.663 0.883 1.781
H 0.343 2.296 1.378
```

The structure (SMILES) is Cc1cnc(CO)o1. The calculation puts the highest occupied orbital energy at -8.69 eV.

Mulliken atomic charge list, values in e, 8 entries: -1.092, 0.470, -0.209, -0.574, 0.535, -0.279, -0.546, -0.323

## iii
Entry from OMol25: C5H7NO2 in the gas phase (the ωB97M-V functional and the def2-TZVPD basis).

```
15
Properties=species:S:1:pos:R:3
C 3.283 0.435 0.030
N 2.288 -0.560 -0.153
C 1.034 -0.110 -0.130
C -0.135 -0.900 0.274
C -1.459 -0.504 -0.093
O -2.461 -1.266 -0.173
C -1.984 0.842 0.049
O -1.436 1.870 0.003
H 2.888 1.437 0.079
H 3.911 0.664 0.911
H 3.960 0.273 -0.801
H 2.480 -1.513 0.254
H 0.704 0.925 -0.271
H -0.058 -2.020 0.927
H -3.161 0.733 0.540
```

The structure (SMILES) is CN/C=C/C(=O)C=O. The calculation puts the highest occupied orbital energy at -8.62 eV.

Mulliken atomic charge list, values in e, 8 entries: -0.880, -0.152, 0.206, -0.691, 0.375, -0.572, 0.239, -0.417

ii has the most favorable energy; the next structure is 0.211 eV above.

## i
Entry from OMol25: C5H7NO2 in the gas phase (the ωB97M-V functional and the def2-TZVPD basis).

```
15
Properties=species:S:1:pos:R:3
C -0.101 1.608 -0.570
C 0.339 1.102 0.769
C 1.358 0.185 1.012
C 1.112 -1.064 0.429
O 1.664 -2.069 0.100
C -0.755 -1.111 0.242
N -1.238 -1.383 -1.003
O -1.344 -1.364 1.269
H 0.265 0.990 -1.391
H 0.328 2.611 -0.697
H -1.186 1.702 -0.631
H 0.106 1.793 1.582
H 2.133 0.314 1.760
H -0.613 -1.355 -1.793
H -2.068 -1.958 -1.077
```

The structure (SMILES) is C/C=C\C(=O)C(N)=O. The calculation puts the highest occupied orbital energy (spin up / spin down) at -8.38 / -8.38 eV.

Mulliken atomic charge list, values in e, 8 entries: -0.979, -0.144, -0.466, 0.485, -0.506, 0.371, -0.363, -0.592

## ii
Entry from OMol25: a molecular structure, C5H7NO2 (the ωB97M-V functional and the def2-TZVPD basis).

```
15
Properties=species:S:1:pos:R:3
C -0.365 1.036 -0.279
C -0.244 0.296 1.012
C -1.122 -0.954 0.619
C 0.485 -0.238 -0.785
C 1.205 -0.013 0.528
H -1.479 0.272 -1.565
H 0.567 1.824 -0.643
H -0.140 0.547 1.988
H -2.243 -0.545 0.310
H -1.125 -1.596 1.514
H 0.004 -2.264 -0.848
H 0.985 0.078 -1.669
N -0.506 -1.338 -0.659
O -1.500 1.136 -0.846
O 2.402 0.150 0.716
```

The calculation puts the highest occupied orbital energy at -8.94 eV.

Mulliken atomic charge list, values in e, 8 entries: -0.130, -0.524, -0.488, -0.495, 0.484, 0.401, 0.277, 0.665

## iii
Entry from OMol25: 2 unconnected molecules or ions with the total composition C5H7NO2 (the ωB97M-V functional and the def2-TZVPD basis).

```
15
Properties=species:S:1:pos:R:3
C 0.013 0.313 1.179
C -0.325 1.265 2.018
C -1.603 -1.335 -1.661
C 0.892 -0.841 0.904
C -0.057 -0.277 -0.137
N 0.616 0.560 -1.222
O -2.294 -1.941 -0.960
O -1.119 -0.870 -2.621
H -1.007 2.053 1.731
H 0.028 1.291 3.035
H 1.962 -0.628 0.869
H 0.668 -1.816 1.312
H 1.640 0.539 -1.163
H 0.290 1.527 -1.157
H 0.295 0.161 -2.126
```

The calculation puts the highest occupied orbital energy at -7.57 eV.

Mulliken atomic charge list, values in e, 8 entries: 0.389, -0.774, 1.019, -0.711, -0.659, -0.272, -0.374, -0.582

i has the most favorable energy; the next structure is 0.590 eV above.

## i
Entry from OMol25: C2H6O3S in the gas phase (the ωB97M-V functional and the def2-TZVPD basis).

```
12
Properties=species:S:1:pos:R:3
C -0.414 0.718 -1.631
C 0.516 0.134 -0.680
O -1.582 -0.365 0.738
O 0.576 -0.783 3.123
O 0.880 -0.803 1.739
S -0.344 0.278 0.967
H -1.451 0.345 -1.552
H -0.638 1.807 -1.553
H -0.177 0.697 -2.766
H 1.554 0.597 -0.770
H 0.772 -0.949 -0.933
H 0.309 -1.677 3.317
```

The calculation puts the highest occupied orbital energy at -9.95 eV.

Mulliken atomic charge list, values in e, 8 entries: -1.196, -0.218, -0.493, -0.347, -0.240, 0.584, 0.348, 0.319

## ii
Entry from OMol25: 2 unconnected molecules or ions with the total composition C2H6O3S (the ωB97M-V functional and the def2-TZVPD basis).

```
12
Properties=species:S:1:pos:R:3
C 0.398 1.267 0.117
C -0.648 0.360 0.474
O -0.890 -0.083 1.567
S -1.999 0.341 -0.673
O -3.052 -0.304 0.303
H 0.323 2.057 0.902
H 1.350 0.885 0.501
H 0.492 1.514 -0.915
H -2.504 -0.422 1.056
O -0.038 -1.511 -0.484
H -0.686 -1.519 -1.178
H 0.734 -2.051 -0.708
```

The structure (SMILES) is CC(=O)SO.O. The calculation puts the highest occupied orbital energy at -8.62 eV.

Mulliken atomic charge list, values in e, 8 entries: -0.995, 0.770, -0.665, -0.065, -0.383, 0.289, 0.316, 0.351

## iii
Entry from OMol25: 2 unconnected molecules or ions with the total composition C2H6O3S (the ωB97M-V functional and the def2-TZVPD basis).

```
12
Properties=species:S:1:pos:R:3
O 1.035 1.012 -1.208
C 0.060 0.144 -1.640
S -1.342 -0.198 -0.268
O -1.096 -1.731 0.139
H 0.779 1.960 -1.072
H 0.550 -0.827 -1.602
H -0.582 0.395 -2.442
H -0.477 -1.861 0.942
C 0.240 0.303 1.820
O 0.221 -0.908 1.985
H -0.524 0.933 2.151
H 1.135 0.778 1.195
```

The structure (SMILES) is OCSO.C=O. The calculation puts the highest occupied orbital energy at -8.96 eV.

Mulliken atomic charge list, values in e, 8 entries: -0.491, -0.307, 0.009, -0.461, 0.327, 0.281, 0.320, 0.456

ii has the most favorable energy; the next structure is 1.195 eV above.

## i
Entry from OMol25: a gas-phase ion, C4H10NO3 (charge +1) (the ωB97M-V functional and the def2-TZVPD basis).

```
18
Properties=species:S:1:pos:R:3
C 1.801 0.529 -1.065
C 0.369 0.160 -0.772
O -0.107 -0.922 -1.602
C -0.002 -0.212 0.705
N -0.939 -1.393 0.661
C -0.720 1.007 1.251
O -0.119 1.887 1.786
O -2.035 0.981 1.016
H 1.993 1.595 -0.908
H 2.055 0.293 -2.096
H 2.508 -0.022 -0.442
H -0.309 0.959 -1.065
H 0.587 -1.416 -2.058
H 0.779 -0.418 1.428
H -1.867 -1.055 0.932
H -0.626 -2.133 1.296
H -0.939 -1.673 -0.349
H -2.428 1.832 1.283
```

The structure (SMILES) is C[C@@H](O)[C@H]([NH3+])C(=O)O. The calculation puts the highest occupied orbital energy at -15.21 eV. The total charge is +1.

Mulliken atomic charge list, values in e, 8 entries: -1.438, 0.475, -0.611, -0.125, -0.235, 0.261, -0.474, -0.485

## ii
Entry from OMol25: a gas-phase ion, C4H10NO3 (charge +1) (the ωB97M-V functional and the def2-TZVPD basis).

```
18
Properties=species:S:1:pos:R:3
N -0.323 -1.245 0.518
C -0.551 -0.049 -0.394
C 0.460 0.977 0.143
C 1.940 0.539 0.168
O 2.186 -0.867 0.251
C -1.893 0.450 -0.565
O -2.280 1.307 -1.287
O -2.697 -0.277 0.324
H 0.579 -1.243 1.061
H -0.495 -2.090 -0.100
H -0.987 -1.399 1.256
H -0.171 -0.434 -1.415
H 0.218 1.957 -0.729
H 0.120 1.397 1.070
H 2.359 0.830 -0.929
H 2.507 1.106 0.878
H 2.798 -0.943 -0.558
H -3.769 -0.016 0.307
```

The structure (SMILES) is [NH3+][C@H](CCO)C(=O)O. The calculation puts the highest occupied orbital energy at -15.15 eV. The total charge is +1.

Mulliken atomic charge list, values in e, 8 entries: -0.276, 0.523, -0.990, -0.471, -0.574, 0.168, -0.451, -0.551

i has the most favorable energy; the next structure is 2.081 eV above.

## i
Entry from OMol25: C3H6ClP in the gas phase (the ωB97M-V functional and the def2-TZVPD basis).

```
11
Properties=species:S:1:pos:R:3
C -0.958 -1.453 0.191
C -1.237 -0.172 -0.022
Cl -2.927 0.190 -0.183
P -0.226 1.310 0.027
C 1.511 0.796 0.210
H -1.719 -2.245 0.258
H 0.077 -1.771 0.128
H -0.106 1.207 -1.333
H 2.141 1.695 0.133
H 1.749 0.084 -0.595
H 1.693 0.361 1.185
```

The structure (SMILES) is C=C(Cl)PC. The calculation puts the highest occupied orbital energy at -9.25 eV.

Mulliken atomic charge list, values in e, 8 entries: -0.654, 0.344, -0.220, 0.019, -0.935, 0.274, 0.225, 0.036

## ii
Entry from OMol25: a molecular structure, C3H6ClP (the ωB97M-V functional and the def2-TZVPD basis).

```
11
Properties=species:S:1:pos:R:3
C -1.522 0.894 -0.516
C -0.155 0.870 -0.501
C 0.758 0.158 0.373
P 0.972 -1.596 -0.236
Cl 2.476 0.813 0.228
H -2.203 1.195 -1.252
H -2.084 0.459 0.237
H 0.476 1.386 -1.208
H 0.220 0.075 1.698
H -0.293 -1.998 0.197
H 1.356 -2.256 0.980
```

The calculation puts the highest occupied orbital energy at -9.47 eV.

Mulliken atomic charge list, values in e, 8 entries: -0.767, -0.241, 0.037, -0.071, -0.199, 0.292, 0.275, 0.263

## iii
Entry from OMol25: 2 unconnected molecules or ions with the total composition C3H6ClP (the ωB97M-V functional and the def2-TZVPD basis).

```
11
Properties=species:S:1:pos:R:3
C -0.102 -0.272 0.617
C -1.225 0.583 0.910
C 0.772 0.199 -1.739
P 0.646 -1.365 1.651
Cl 2.254 -2.035 0.744
H -2.167 0.688 0.246
H -1.669 0.110 1.862
H -0.915 1.675 1.222
H -0.207 -0.265 -1.922
H 1.561 -0.579 -1.783
H 1.051 1.261 -1.806
```

The calculation puts the highest occupied orbital energy (spin up / spin down) at -8.50 / -8.69 eV.

Mulliken atomic charge list, values in e, 8 entries: 0.224, -0.830, -0.793, -0.080, -0.197, 0.272, 0.294, 0.223

i has the most favorable energy; the next structure is 1.745 eV above.